The following is a quantum chemistry calculation of a molecular structure, C42H28Br5MoN5O9 in a non-equilibrium geometry, from the OMol25 dataset.

Calculated values
Calculated total energy = -15506.62637 Eh
E_HOMO (spin up / spin down) = -6.84 / -6.84 eV
Relative energy (zero: lowest compared OMol25 entry of this formula, charge and spin) = 66.8 kJ/mol
Orbital gap (spin up / spin down) = 5.57 / 5.50 eV

Atoms and positions in Å:
Mo 0.6481 -0.2591 0.8821
Br 2.4483 -4.4630 -5.4882
Br 3.5074 -5.3510 -2.4548
Br 1.2045 7.1761 0.2879
Br 0.1907 -2.0762 -5.7683
Br -0.8604 -0.5454 -3.0696
O -3.2501 1.4219 -2.5415
O -4.1319 -2.9711 4.4927
O 0.7360 -0.1782 3.2364
O -0.5644 -0.3961 5.0417
O -2.7303 -1.6915 5.6680
O 0.1024 1.4381 1.6226
O -0.8088 0.8505 -0.6223
O 2.1668 -3.7299 -0.3734
O 0.8221 -1.3135 -0.5877
N 2.4657 0.8119 0.5659
N -2.9719 2.6768 -0.1532
N 2.1555 -1.5807 1.7341
N -1.0788 -1.3342 1.6289
N -2.7767 -2.5887 2.1510
C -0.3192 -0.5138 3.8328
C 4.8175 0.2165 0.0152
C -4.1083 -0.5887 -1.4664
C -4.4652 -1.2189 -0.2801
C 1.8447 -3.5530 -3.9509
C 1.8661 -3.2906 -1.4930
C -1.3263 -1.1977 2.9782
C 0.9095 5.3673 0.7668
C 1.0691 -2.1103 -1.6848
C 2.2961 -3.9305 -2.7097
C -2.1191 3.3822 -0.8863
C 0.7657 3.7769 -3.0897
C -2.4013 -1.9683 3.3135
C 0.8859 1.5363 -2.1445
C 1.8449 4.4133 0.4564
C 3.4122 -1.2737 1.2869
C 5.8997 -0.6687 0.1937
C 4.5053 -2.1193 1.5203
C -0.3362 1.7265 -1.3974
C 0.5302 -1.8168 -2.9311
C 1.5931 3.0636 0.7427
C 3.6031 -0.0618 0.5771
C -3.5583 0.6896 -1.4421
C 1.9835 -2.6521 2.4598
C -0.2639 5.0150 1.4399
C -0.5211 3.6974 1.7418
C -0.3696 4.0133 -2.3953
C -3.1597 -2.2521 4.5621
C -2.0204 -2.7151 -0.2295
C 0.3758 2.6900 1.3493
C -3.6560 0.9326 -3.8122
C -0.9811 3.0035 -1.5753
C -4.2615 -0.5968 0.9417
C -1.9650 -2.1956 1.1527
C -3.6931 0.6675 0.9683
C 5.7570 -1.7966 0.9505
C 0.9089 -2.5116 -4.0745
C -3.3497 1.3080 -0.2080
C 2.6330 2.0924 0.5123
C 3.0380 -3.5171 2.8049
C 1.3857 2.4960 -2.9609
C 4.2820 -3.2669 2.3166
H -0.8494 4.9826 -2.4524
H -2.9103 -3.3230 -0.3787
H -2.0330 -1.8876 -0.9328
H -3.5224 1.1744 1.9105
H 1.3839 0.5780 -2.0527
H 5.1046 -3.9408 2.5167
H -3.1354 0.0131 -4.0763
H -1.1368 -3.3235 -0.4343
H 0.9709 -2.8613 2.7823
H 1.2021 4.5414 -3.7138
H 2.2823 2.2837 -3.5300
H 4.9572 1.1088 -0.5802
H -4.7350 0.7615 -3.8325
H 2.8326 -4.3843 3.4143
H -2.3405 4.4464 -0.8819
H -3.5438 -3.2445 2.1083
H -0.9644 5.7872 1.7285
H -4.9176 -2.2009 -0.3216
H -1.4160 3.4030 2.2730
H 2.7748 4.6959 -0.0199
H 3.6389 2.4890 0.3652
H -4.2722 -1.0885 -2.4079
H -1.8768 -1.1428 5.5139
H -3.3933 1.7090 -4.5255
H -3.5957 3.2330 0.4154
H 6.8514 -0.4352 -0.2620
H 6.5916 -2.4664 1.1049
H -4.5541 -1.0771 1.8655